Run a
Computed, not measured: a structure of composition C3H8NS, with wB97M-V/def2-TZVPD.

Geometry (Å):
S1 -2.260 -0.011 0.438
N1 -0.213 -0.037 -0.600
C1 0.616 0.002 0.668
C2 -1.223 -1.104 -0.613
C3 -1.243 1.078 -0.614
H1 -1.721 1.209 -1.598
H2 1.387 -0.691 0.589
H3 1.241 0.833 0.792
H4 -0.949 -2.038 -0.061
H5 0.496 0.101 -1.418
H6 -0.743 1.992 -0.206
H7 0.246 -0.067 1.636
H8 -1.650 -1.161 -1.652

## Properties
**Gap between HOMO and LUMO**: 10.43 eV
**Net charge**: +1

Run b
Computed, not measured: a cluster of 2 separate species, C3H8NS in total, with wB97M-V/def2-TZVPD.

Geometry (Å):
S1 1.989 -0.053 0.865
N1 -0.698 0.980 1.201
C1 0.454 -0.279 0.170
C2 0.066 -0.204 -1.294
C3 -0.505 -1.223 -0.368
H1 -0.699 1.613 0.376
H2 -1.686 0.557 1.259
H3 -1.432 -1.212 0.064
H4 -0.181 -2.152 -0.348
H5 -0.407 0.592 -1.712
H6 2.608 0.440 -0.335
H7 -0.333 1.499 2.057
H8 0.825 -0.557 -1.936

## Properties
**Gap between HOMO and LUMO**: 10.08 eV
**Net charge**: +1

Of them, run b has the lowest stability.